Here is C43H62CdN4O6S2Si as an isolated structure in a non-equilibrium geometry from OMol25. Energies are from ωB97M-V/def2-TZVPD.

frontier orbital gap	0.1974	Ha
M	935.62	g/mol
E_LUMO	3.920	eV
HOMO energy	-0.05337	Eh
net charge	-2

XYZ file:
```
119
Properties=species:S:1:pos:R:3:mulliken_charge:R:1
Cd 0.666 -0.190 0.529 4.2823
C -2.361 2.177 4.627 -1.6597
C -1.628 1.207 3.705 1.2514
O -0.690 1.659 3.033 -0.6483
C -2.147 -0.115 3.627 -2.1817
C -1.558 -1.126 2.846 1.6934
C -2.485 -2.179 2.287 -1.4532
N -0.259 -1.259 2.640 0.5444
N 0.494 -0.688 3.666 -0.4569
C 1.554 -0.043 3.344 0.1961
O 1.992 0.224 2.154 -1.3965
C 2.439 0.393 4.490 0.4824
C 3.633 1.049 4.205 -0.3152
C 4.495 1.435 5.228 -0.7789
C 4.171 1.179 6.554 -0.3664
C 2.967 0.543 6.848 -0.8397
C 2.108 0.156 5.827 -0.2318
H -3.099 2.749 4.055 0.2929
H -1.641 2.878 5.050 0.3332
H -2.872 1.647 5.433 0.4470
H -3.137 -0.288 4.034 0.1869
H -3.298 -2.338 2.998 0.6494
H -1.964 -3.126 2.134 0.2566
H -2.936 -1.862 1.342 0.0990
H 3.871 1.237 3.165 0.3534
H 5.430 1.928 4.988 0.3820
H 4.842 1.476 7.352 0.3582
H 2.701 0.342 7.881 0.3681
H 1.165 -0.336 6.034 0.4595
C -3.884 0.940 0.090 -1.3391
C -3.268 2.200 -0.504 1.8468
C -4.142 2.743 -1.637 -1.7691
C -3.107 3.232 0.618 -1.1946
O -1.987 1.807 -1.057 0.5935
Si -0.707 2.642 -1.702 -1.6496
S 1.065 2.041 -0.853 -0.9969
O -0.799 2.451 -3.365 -0.6736
C -0.041 1.725 -4.356 2.2169
C 0.004 0.229 -4.037 -1.1298
C -0.781 1.953 -5.667 -2.0389
C 1.391 2.256 -4.482 -1.6365
O -1.130 4.237 -1.518 0.9301
C -0.470 5.489 -1.676 1.5901
C 0.933 5.372 -2.277 -1.3674
C -0.381 6.134 -0.296 -1.7386
C -1.342 6.323 -2.608 -1.7272
H -4.822 1.182 0.597 0.5596
H -3.192 0.506 0.818 -0.0693
H -4.084 0.201 -0.692 0.2803
H -5.147 2.983 -1.276 0.3956
H -4.215 1.992 -2.431 0.3391
H -3.680 3.642 -2.056 0.0980
H -4.057 3.354 1.148 0.5673
H -2.792 4.192 0.218 -0.0332
H -2.342 2.878 1.317 0.1124
H -1.013 -0.171 -3.962 0.1244
H 0.530 0.054 -3.088 -0.1650
H 0.539 -0.314 -4.823 0.6168
H -1.792 1.538 -5.598 0.3635
H -0.251 1.474 -6.499 0.3465
H -0.862 3.026 -5.863 0.4088
H 1.864 2.261 -3.499 0.2288
H 1.393 3.274 -4.890 0.3605
H 1.974 1.608 -5.146 0.4888
H 1.537 4.663 -1.704 0.2659
H 1.420 6.352 -2.272 0.5129
H 0.871 5.012 -3.308 0.1842
H 0.168 5.463 0.373 0.3223
H -1.383 6.288 0.118 0.3272
H 0.138 7.097 -0.348 0.4494
H -1.451 5.794 -3.560 0.2991
H -0.889 7.303 -2.794 0.4104
H -2.337 6.464 -2.174 0.2793
C 2.198 -3.771 3.836 -1.3775
S 2.707 -2.822 2.384 1.3882
O 4.194 -2.683 2.513 -0.8163
C 2.460 -4.191 1.231 0.0027
C 1.256 -4.885 1.159 -0.1632
C 1.087 -5.869 0.196 -0.7536
C 2.111 -6.141 -0.706 -0.4954
C 3.307 -5.433 -0.633 -0.5752
C 3.486 -4.458 0.340 -0.3700
H 2.735 -4.721 3.835 0.4640
H 1.111 -3.897 3.835 0.2998
H 2.493 -3.149 4.685 0.4299
H 0.453 -4.656 1.857 0.2063
H 0.149 -6.413 0.135 0.2959
H 1.966 -6.887 -1.480 0.3580
H 4.095 -5.626 -1.352 0.3353
H 4.400 -3.877 0.409 0.4032
C 3.943 -0.015 -0.177 -1.4686
C 3.329 -1.026 -1.108 0.4874
C 3.996 -1.636 -2.156 -1.3568
C 3.067 -2.520 -2.764 -0.9204
C 1.886 -2.406 -2.054 -0.0656
C 0.664 -3.207 -2.371 -0.2293
N 2.016 -1.484 -1.029 1.1442
H 5.015 0.044 -0.377 0.4525
H 3.807 -0.285 0.869 0.0336
H 3.513 0.979 -0.312 0.0857
H 5.027 -1.459 -2.443 0.3986
H 3.230 -3.176 -3.611 0.4581
H 0.924 -3.956 -3.122 0.4961
H -0.150 -2.597 -2.777 -0.1514
H 0.290 -3.734 -1.500 -0.4091
C -4.245 -4.239 -2.386 -1.7040
C -3.235 -3.351 -1.710 0.5615
C -3.006 -2.054 -2.153 -0.5242
C -2.100 -1.255 -1.477 -1.4201
N -1.402 -1.685 -0.423 1.9741
C -1.594 -2.937 -0.021 -1.5663
C -2.507 -3.790 -0.612 -0.6780
H -4.359 -3.968 -3.438 0.3994
H -5.224 -4.138 -1.909 0.2671
H -3.948 -5.289 -2.327 0.3920
H -3.524 -1.671 -3.026 0.3013
H -1.930 -0.227 -1.769 0.4001
H -0.983 -3.256 0.816 0.3117
H -2.637 -4.797 -0.229 0.4009
```

Here is C43H62N6O2P2PdS4 as an isolated structure in a non-equilibrium geometry from OMol25. Energies are from ωB97M-V/def2-TZVPD.

⟨S²⟩	6.051
spin multiplicity	5
frontier orbital gap (alpha / beta)	0.2793 / 0.1723	Ha
M	991.64	g/mol
E_LUMO (alpha / beta)	-5.200 / -8.095	eV
energy above the lowest of the compared OMol25 structures with the same formula, charge and spin	238.0	kJ/mol
HOMO energy (alpha / beta)	-0.47040 / -0.46976	Eh
net charge	+2

XYZ file:
```
120
Properties=species:S:1:pos:R:3:mulliken_charge:R:1
Pd -0.118 0.156 0.418 0.4314
O -0.806 2.069 1.444 0.4454
N -1.555 2.856 0.797 -1.6004
N -2.122 2.389 -0.249 1.4226
O -1.983 1.157 -0.621 -0.6277
C -2.847 3.309 -1.035 -0.0686
C -3.015 3.064 -2.391 1.0599
C -3.677 3.983 -3.181 -0.2973
C -4.149 5.159 -2.622 -0.6172
C -3.975 5.406 -1.266 -0.7307
C -3.335 4.482 -0.462 -0.4031
H -2.578 2.178 -2.819 -0.6878
H -3.806 3.783 -4.234 0.5017
H -4.646 5.889 -3.243 0.4277
H -4.337 6.326 -0.833 0.4133
H -3.203 4.656 0.593 0.5554
C 2.527 -3.139 -2.043 -0.7416
N 3.457 -2.044 -2.151 -0.1019
C 3.481 -0.958 -1.379 -0.1535
S 2.430 -0.749 -0.048 0.1120
N 4.427 -0.051 -1.610 -0.1596
C 4.563 1.171 -0.861 -0.8650
H 3.000 -4.046 -2.409 0.4391
H 1.626 -2.940 -2.629 -0.0704
H 2.252 -3.280 -0.999 0.3312
H 4.117 -2.085 -2.914 0.2625
H 5.116 -0.236 -2.327 0.2685
H 3.569 1.549 -0.621 0.0321
H 5.098 1.903 -1.461 0.4092
H 5.102 1.004 0.076 0.3702
C -2.368 1.323 5.910 -0.7951
C -2.657 0.105 5.025 -0.7963
C -1.748 0.084 3.789 -0.5880
C -0.359 0.628 4.140 1.1952
C -0.444 2.117 4.519 -0.2640
C -1.836 2.469 5.059 -0.8654
P 0.792 0.183 2.739 -1.9345
C 1.536 -1.480 3.176 1.4635
C 0.678 -2.615 2.601 0.8588
C 1.102 -3.945 3.220 -0.9861
C 0.796 -3.979 4.727 -0.9959
C 0.767 -2.569 5.326 -0.1264
C 1.835 -1.704 4.668 -1.3101
C 2.305 1.276 2.691 1.8700
C 2.931 1.554 4.070 -0.8601
C 3.629 2.915 4.097 -1.0000
C 4.343 3.151 2.774 -0.6123
C 3.304 3.403 1.679 -0.9174
C 2.038 2.554 1.888 -0.4090
H -1.626 1.075 6.671 0.2948
H -3.276 1.626 6.429 0.4792
H -3.698 0.120 4.697 0.4622
H -2.514 -0.809 5.607 0.2742
H -2.168 0.691 2.983 0.1529
H -1.668 -0.941 3.411 -0.3723
H 0.003 0.067 5.006 1.2245
H -0.232 2.749 3.659 -0.5132
H 0.293 2.342 5.293 0.3492
H -2.524 2.659 4.234 0.2530
H -1.770 3.384 5.647 0.5782
H 2.486 -1.485 2.630 0.5019
H 0.805 -2.642 1.513 -0.7333
H -0.381 -2.439 2.802 -0.2222
H 2.174 -4.074 3.056 0.4025
H 0.593 -4.773 2.721 0.3379
H 1.557 -4.576 5.233 0.3372
H -0.166 -4.461 4.904 0.3697
H 0.936 -2.621 6.403 0.6056
H -0.217 -2.123 5.179 -0.2621
H 2.790 -2.224 4.754 0.6259
H 1.943 -0.757 5.196 0.3365
H 3.010 0.675 2.100 0.7968
H 3.664 0.773 4.280 0.3279
H 2.187 1.527 4.864 0.1298
H 4.331 2.937 4.932 0.5537
H 2.905 3.716 4.252 0.3381
H 4.954 2.279 2.533 0.2228
H 5.008 4.010 2.842 0.4951
H 3.747 3.211 0.703 0.2417
H 3.018 4.455 1.698 0.4149
H 1.608 2.270 0.911 -0.2410
H 1.293 3.158 2.405 0.0167
S -0.466 2.654 -4.922 -0.3389
P -0.454 0.696 -4.591 0.8125
S -0.066 0.394 -2.615 -0.2289
C -2.035 -0.059 -5.137 0.7481
C -2.092 -0.607 -6.412 -0.9498
C -3.303 -1.037 -6.924 -0.7313
C -4.466 -0.912 -6.179 -0.6918
C -4.411 -0.378 -4.902 -0.8560
C -3.200 0.046 -4.379 -0.2987
C 0.839 -0.210 -5.510 0.2389
C 0.999 -1.565 -5.236 -0.0990
C 1.946 -2.300 -5.923 -0.7246
C 2.730 -1.683 -6.889 -0.5920
C 2.573 -0.333 -7.159 -0.7005
C 1.634 0.412 -6.463 -0.5563
H -1.194 -0.686 -7.007 0.4791
H -3.342 -1.460 -7.914 0.4566
H -5.415 -1.213 -6.600 0.4499
H -5.311 -0.268 -4.315 0.5363
H -3.185 0.471 -3.386 0.5393
H 0.368 -2.031 -4.488 0.4068
H 2.067 -3.355 -5.718 0.4822
H 3.462 -2.258 -7.435 0.4251
H 3.178 0.140 -7.920 0.4415
H 1.513 1.467 -6.669 0.4324
C -2.041 -4.216 0.368 -0.7826
N -2.472 -3.584 -0.847 0.1483
C -3.543 -3.942 -1.621 -0.8075
C -3.549 -3.131 -2.709 -0.2240
N -2.479 -2.289 -2.590 0.6896
C -1.827 -2.563 -1.445 -0.5037
S -0.327 -1.945 -0.937 -0.0736
H -2.659 -5.087 0.561 0.3815
H -2.113 -3.520 1.205 0.2117
H -1.002 -4.530 0.270 0.3026
H -4.222 -4.718 -1.335 0.4928
H -4.204 -3.094 -3.555 0.5397
H -2.256 -1.534 -3.232 -0.1181
```

Here is C43H67Br63FN2O4 as an isolated structure in a non-equilibrium geometry from OMol25. Energies are from ωB97M-V/def2-TZVPD.

frontier orbital gap	0.2968	Ha
M	5728.97	g/mol
E_LUMO	-1.881	eV
HOMO energy	-0.36595	Eh
net charge	+1

XYZ file:
```
180
Properties=species:S:1:pos:R:3:mulliken_charge:R:1
C 3.127 -5.269 3.806 -1.1206
C 4.061 -5.347 2.605 0.1108
O 3.605 -6.350 1.703 -0.3683
C 3.951 -6.057 0.367 0.8297
C 3.656 -7.270 -0.524 -0.0453
O 4.656 -7.477 -1.527 -0.5085
C 4.685 -6.405 -2.455 -0.2034
C 6.014 -5.626 -2.457 -0.5074
O 5.794 -4.241 -2.734 -0.4361
C 5.355 -3.592 -1.556 0.0740
C 5.040 -2.119 -1.843 0.2286
C 5.047 -1.274 -0.555 -1.5379
N 3.806 -1.306 0.213 -0.2129
C 2.687 -2.013 -0.408 1.1661
C 1.440 -1.804 0.447 -1.3106
C 0.149 -2.399 -0.139 -0.0506
C -0.769 -2.976 0.954 -0.8354
C -2.280 -2.759 0.793 -0.1261
C -2.787 -2.888 -0.643 -0.4975
C -2.692 -4.312 -1.217 -0.8450
O -1.546 -4.351 -2.065 0.1487
C -1.508 -5.535 -2.861 -0.9543
C 2.568 -1.479 -1.830 -0.2826
C 2.462 0.049 -1.914 -2.0182
N 3.735 -2.068 -2.621 1.0677
C 3.893 -1.480 -3.995 -0.0368
F 4.890 -2.210 -4.593 -0.3515
C 2.617 -1.619 -4.819 -0.3631
C 2.216 -3.088 -5.051 -0.9912
H 2.273 -4.615 3.594 0.1505
H 3.647 -4.845 4.673 0.3964
H 2.743 -6.257 4.076 0.2884
H 4.077 -4.370 2.090 -0.0549
H 5.098 -5.566 2.905 0.3341
H 3.350 -5.187 0.040 -0.6147
H 5.027 -5.826 0.293 0.3253
H 3.615 -8.168 0.100 -0.1497
H 2.690 -7.179 -1.038 0.2685
H 4.547 -6.828 -3.461 0.4799
H 3.831 -5.732 -2.286 0.1116
H 6.545 -5.730 -1.497 0.3519
H 6.677 -6.039 -3.223 0.3510
H 6.141 -3.660 -0.792 0.5029
H 4.427 -4.068 -1.208 -0.6125
H 5.838 -1.736 -2.491 0.4809
H 5.854 -1.692 0.061 0.5718
H 5.357 -0.246 -0.795 0.2957
H 3.963 -1.597 1.168 0.5023
H 2.888 -3.103 -0.414 -1.4327
H 1.646 -2.308 1.403 0.8448
H 1.309 -0.741 0.684 -0.1025
H 0.369 -3.174 -0.887 0.1854
H -0.380 -1.601 -0.683 0.0263
H -0.578 -4.056 1.047 0.0221
H -0.485 -2.548 1.926 1.0935
H -2.581 -1.799 1.233 0.2314
H -2.777 -3.532 1.397 0.1246
H -2.296 -2.167 -1.301 -0.4178
H -3.851 -2.610 -0.640 0.6897
H -2.574 -5.048 -0.402 0.1556
H -3.610 -4.566 -1.766 0.4886
H -0.476 -5.705 -3.183 0.2479
H -2.143 -5.417 -3.750 0.3470
H -1.838 -6.399 -2.270 0.1834
H 1.668 -1.927 -2.272 0.9541
H 3.435 0.514 -2.115 0.4222
H 2.181 0.423 -0.923 0.4521
H 1.724 0.381 -2.645 0.4260
H 3.483 -3.046 -2.805 0.2139
H 4.264 -0.454 -3.920 0.5176
H 1.796 -1.043 -4.379 0.1946
H 2.846 -1.128 -5.773 0.4363
H 3.090 -3.749 -5.073 0.3492
H 1.689 -3.204 -6.001 0.3695
H 1.554 -3.444 -4.247 0.0558
C 2.645 2.358 4.089 -0.3852
Br 1.683 0.817 3.453 0.0524
Br 3.865 1.894 5.494 -0.0121
Br 3.497 3.299 2.642 -0.0506
H 1.913 3.043 4.495 0.3177
C -2.457 -4.748 3.690 -0.1824
Br -2.431 -2.931 3.056 0.0391
Br -1.837 -5.980 2.347 0.0996
Br -1.477 -4.951 5.329 -0.0370
H -3.487 -4.999 3.900 0.1093
C -3.033 1.422 0.185 -0.3833
Br -3.454 3.265 -0.154 0.1260
Br -3.079 0.362 -1.427 0.0819
Br -1.359 1.267 1.124 0.0811
H -3.800 1.018 0.833 0.3313
C 4.125 5.958 -1.977 -0.1546
Br 5.648 5.922 -3.136 -0.0191
Br 2.493 5.553 -2.913 0.0937
Br 4.334 4.799 -0.448 -0.0165
H 4.030 6.965 -1.595 0.0268
C -7.494 2.723 -0.373 -0.4185
Br -7.253 1.525 1.116 -0.1048
Br -7.023 4.528 0.097 0.1481
Br -6.548 2.109 -1.930 -0.0787
H -8.546 2.724 -0.621 0.3992
C 0.902 5.830 1.993 0.5575
Br 0.635 5.939 0.087 0.1951
Br 1.448 7.547 2.680 0.0039
Br -0.666 5.170 2.890 -0.0619
H 1.698 5.122 2.180 -0.5635
C -0.557 5.360 -5.709 -0.5831
Br -1.071 6.130 -4.026 0.1149
Br 1.057 6.160 -6.378 0.0046
Br -0.403 3.447 -5.538 0.0967
H -1.339 5.540 -6.433 0.3829
C -4.571 7.062 -1.582 -0.4041
Br -5.442 5.398 -1.976 0.0483
Br -2.892 6.785 -0.684 -0.1445
Br -4.369 8.155 -3.153 -0.0195
H -5.211 7.605 -0.899 0.3495
C 5.563 8.230 9.461 -0.3208
Br 4.597 9.397 10.641 0.0147
Br 6.151 9.175 7.890 -0.0269
Br 7.019 7.347 10.354 -0.0459
H 4.875 7.464 9.132 0.3758
C -9.622 7.088 -1.208 -0.2574
Br -10.004 7.902 0.488 0.3108
Br -8.097 7.900 -2.056 0.0506
Br -9.418 5.180 -1.049 0.0351
H -10.474 7.265 -1.850 0.0701
C -2.510 -9.702 4.444 -0.4148
Br -1.752 -9.878 2.682 0.0184
Br -1.420 -8.689 5.653 -0.0097
Br -4.282 -8.948 4.351 -0.0284
H -2.605 -10.701 4.844 0.3624
C -2.321 -1.518 -5.976 -0.3791
Br -1.717 -2.597 -4.502 0.1012
Br -1.805 0.324 -5.740 -0.0269
Br -1.772 -2.216 -7.677 -0.0184
H -3.403 -1.538 -5.952 0.2816
C -6.434 -3.446 3.822 -0.4270
Br -6.347 -1.631 3.196 0.0716
Br -5.849 -4.691 2.472 -0.0287
Br -5.470 -3.674 5.475 -0.0139
H -7.472 -3.667 4.026 0.3857
C -8.236 7.214 2.716 0.3364
Br -10.106 7.132 3.153 -0.0703
Br -7.516 8.975 2.992 0.0204
Br -7.230 5.880 3.669 -0.0616
H -8.146 6.992 1.662 -0.4065
C 2.435 10.479 7.353 0.3352
Br 2.123 9.954 5.524 0.0077
Br 2.859 12.354 7.452 -0.0259
Br 0.943 10.034 8.479 0.0151
H 3.291 9.928 7.718 -0.3593
C 5.501 10.183 -3.989 -0.3710
Br 4.653 9.586 -2.367 0.0176
Br 7.394 9.855 -3.952 0.0026
Br 4.672 9.401 -5.538 0.0124
H 5.356 11.252 -4.047 0.3554
C 4.763 -11.356 0.024 -0.1292
Br 3.205 -10.935 1.076 -0.0174
Br 5.926 -12.572 0.952 -0.0317
Br 4.290 -12.021 -1.719 -0.0384
H 5.310 -10.435 -0.125 0.1832
C -13.260 9.342 -1.744 -0.3225
Br -13.444 10.178 -0.025 -0.0025
Br -11.698 9.971 -2.679 -0.0065
Br -13.243 7.422 -1.601 -0.0135
H -14.125 9.614 -2.332 0.3477
C -0.012 -9.699 -1.901 -0.4160
Br -0.588 -8.163 -0.885 0.0477
Br 1.846 -9.622 -2.392 -0.0053
Br -0.453 -11.338 -1.002 -0.0406
H -0.567 -9.677 -2.828 0.4130
C 5.581 13.159 11.959 -0.3047
Br 7.279 14.024 11.695 -0.0118
Br 4.492 14.101 13.233 -0.0091
Br 4.654 12.896 10.293 0.0831
H 5.784 12.179 12.371 0.2678
C -5.973 -3.185 -9.292 -0.3242
Br -5.250 -4.568 -8.166 -0.0146
Br -5.851 -1.451 -8.461 -0.0147
Br -5.162 -3.192 -11.032 0.0032
H -7.025 -3.399 -9.422 0.3480
```